Formula: C34H34Br6F4O6
Source: OMol25
Level of theory: ωB97M-V with the def2-TZVPD basis set

CARTESIAN COORDINATES (ANGSTROEM)
Br  -1.0229  -1.2810  6.6789
Br  -3.0562  1.3306  6.6799
Br  -4.1050  1.3661  3.2431
Br  -6.0415  -1.0362  2.6011
Br  -6.1032  1.6876  0.7049
Br  -0.0710  1.9466  6.2010
F  0.1521  2.4203  -5.4573
F  -0.0133  2.5916  2.0007
F  0.1658  -5.2692  -2.2056
F  -2.1669  2.5862  -3.2915
O  6.0899  -1.6798  -1.3499
O  3.8931  -2.1202  -1.4286
O  -1.5584  -0.8806  2.2656
O  5.2338  -3.5513  -0.4745
O  0.0375  -1.2822  0.8811
O  0.3624  -1.6908  3.1437
C  -1.9590  -0.4167  0.9761
C  1.3661  5.3595  -0.0170
C  0.2662  4.9214  2.4554
C  -2.6204  3.3085  -2.2685
C  0.1044  -6.0073  -1.0435
C  1.1523  2.0689  -4.6492
C  0.6300  6.1914  2.1474
C  -0.1545  -7.3391  1.2986
C  3.0928  1.3606  -2.9287
C  5.1732  -2.4222  -1.0957
C  1.2684  6.3881  0.9223
C  3.3709  2.4602  -3.6820
C  3.7670  -4.6507  0.9785
C  1.9009  0.6372  -2.8997
C  -0.7684  -0.4719  0.1682
C  2.3926  2.7761  -4.6587
C  0.3973  -8.0287  0.2495
C  0.6446  -7.2843  -0.9048
C  3.9208  -4.1455  -0.4793
C  -3.9507  5.1240  -1.4359
C  -2.5965  3.8627  0.0621
C  -0.8623  -1.3030  -1.1742
C  -1.4448  0.5295  5.7875
C  -0.5790  -6.0251  1.2311
C  2.9331  -3.0372  -0.9559
C  -0.4619  -5.3632  0.0361
C  0.8768  1.0517  -3.7594
C  1.0600  4.0433  0.4225
C  -0.3467  -1.2471  2.2055
C  -2.1535  3.1437  -1.0198
C  -3.4427  4.9426  -0.1730
C  -5.8821  0.9197  2.4437
C  0.4179  3.8024  1.6074
C  -3.5854  4.2772  -2.5425
H  3.7070  -3.7854  1.6387
H  -0.3942  0.5336  -0.0242
H  -0.0358  -1.6744  -1.7800
H  1.7562  -0.2138  -2.2506
H  -1.5472  0.4014  4.7099
H  -2.2509  3.7324  1.0769
H  -0.2469  4.7386  3.3880
H  2.9816  -5.3759  1.1914
H  -1.0398  -5.5629  2.0915
H  2.2821  -2.4685  -0.2919
H  1.8972  5.4379  -0.9541
H  2.2569  -3.3562  -1.7490
H  -1.5858  2.2499  -0.8070
H  -2.8193  -0.8627  0.4771
H  -4.0866  4.4031  -3.4909
H  -0.6540  -4.3186  -0.1596
H  1.1792  3.2612  -0.3128
H  -3.6546  5.7657  0.4934
H  -2.1694  0.6463  1.0944
H  4.6892  -5.0825  1.3673
H  -6.6907  1.3010  3.0673
H  2.5835  3.4274  -5.4987
H  -1.3661  -2.2323  -0.9082
H  3.9510  -4.9041  -1.2614
H  -4.6198  5.9643  -1.5481
H  0.7481  -9.0487  0.3038
H  -0.4088  -7.8885  2.1929
H  -0.0859  0.5991  -3.5731
H  1.0806  -7.7161  -1.7935
H  0.5743  7.0138  2.8453
H  3.9019  1.0638  -2.2778
H  4.3834  2.8361  -3.6858
H  1.5590  7.4187  0.7818
H  -1.5990  -0.8680  -1.8496

Forces on the atoms, in the same order (eV/Å):
Br -0.351 1.959 -1.097
Br 0.643 -0.943 -0.799
Br -1.185 0.180 -0.490
Br -0.102 0.653 -0.485
Br 0.144 -0.332 0.119
Br -0.430 -1.359 -0.662
F -0.087 0.437 -0.746
F 0.044 -0.044 -0.163
F 0.337 -0.948 0.630
F 0.298 -0.699 -0.153
O -0.757 -0.846 0.271
O 0.143 1.361 -1.150
O -3.217 0.874 0.452
O -0.344 -1.265 0.446
O 3.298 -0.833 3.389
O -2.641 1.942 -3.368
C -2.594 2.391 0.164
C 0.790 -0.670 1.997
C -1.562 -2.087 1.213
C -1.795 1.887 -1.794
C 0.429 -0.061 0.432
C 1.228 0.632 0.862
C 1.235 -0.217 -0.989
C -1.019 -0.949 1.274
C 0.751 -1.241 2.110
C 0.568 2.901 -1.254
C -0.657 0.567 -0.475
C -1.558 -0.311 -2.386
C 0.330 0.129 -0.073
C 0.057 1.143 -0.971
C 1.333 -1.015 -5.049
C -0.731 -0.850 0.109
C 0.908 1.243 -0.803
C -0.775 0.134 -1.571
C -0.777 -1.087 1.760
C 0.233 -0.898 -1.740
C -0.357 1.649 0.368
C -2.305 0.214 0.099
C 0.297 0.337 2.315
C -0.100 -0.061 -0.037
C 0.817 -0.114 0.182
C 0.469 0.767 -0.828
C 0.764 -0.496 1.350
C -0.655 0.010 -1.637
C 5.565 -3.804 2.301
C 0.670 -2.136 2.018
C 0.276 0.199 -0.456
C 0.614 -0.507 0.731
C 0.821 2.570 0.431
C -0.406 0.996 2.029
H -0.671 0.189 -0.127
H 0.655 -0.038 0.125
H 0.682 0.890 0.562
H 0.151 0.080 0.123
H -0.073 -0.059 0.326
H 0.253 -0.456 -0.099
H -0.007 -0.100 0.299
H -0.255 0.293 -0.306
H 0.088 0.095 0.032
H 0.278 -0.521 0.920
H -0.206 0.325 -0.103
H 0.406 -0.288 -0.326
H 0.600 0.037 -0.209
H -0.151 -0.683 0.884
H 0.347 -0.087 -0.177
H -0.538 0.140 0.469
H 0.148 -0.329 0.052
H -0.039 -0.503 0.744
H -0.649 -0.108 0.235
H 0.199 -0.396 -0.647
H 0.514 0.102 -0.009
H -0.077 0.419 0.189
H -0.071 -0.174 0.366
H -0.093 -0.337 0.327
H -0.141 -0.047 -0.494
H -0.153 -0.023 0.165
H 0.252 -0.032 0.267
H -0.284 0.122 -0.791
H 0.203 -0.217 0.011
H -0.284 -0.119 0.105
H -0.025 -0.381 0.269
H -0.183 0.447 -0.031
H 0.326 -0.046 -0.769
H 0.142 0.404 -0.260

Summary:
Energy relative to the best compared isomer or geometry (same formula, charge and spin)   0.00 kJ/mol
Frontier orbital gap   8.41 eV
Total energy   -17610.84159 Ha

Results of the Mulliken charge analysis, in e, for atoms 1 through 4:
1. Br -0.0296
2. Br -0.0472
3. Br 0.0512
4. Br -0.0489